No. 1
{"formula": "C20H14F5KN2O2S", "method": "wB97M-V/def2-TZVPD", "symbols": ["K", "C", "N", "C", "C", "C", "C", "C", "N", "C", "C", "C", "C", "C", "C", "H", "H", "H", "H", "H", "H", "H", "H", "H", "H", "H", "F", "C", "C", "F", "C", "F", "C", "S", "C", "F", "C", "F", "C", "C", "O", "O", "H", "H", "H"], "coordinates": [[1.430, 0.417, 1.932], [-1.737, 2.005, 0.063], [-1.044, 0.870, 0.653], [-1.816, -0.019, 1.162], [-1.473, -1.278, 1.741], [-2.423, -2.173, 2.268], [-1.699, -3.287, 2.694], [-0.359, -2.997, 2.399], [-0.211, -1.797, 1.824], [-2.078, 1.795, -1.392], [-1.111, 1.323, -2.279], [-1.419, 1.154, -3.618], [-2.693, 1.445, -4.095], [-3.659, 1.908, -3.218], [-3.349, 2.081, -1.874], [-1.080, 2.879, 0.130], [-2.652, 2.241, 0.625], [-2.906, 0.155, 1.196], [-3.492, -2.018, 2.316], [-2.083, -4.188, 3.153], [0.503, -3.626, 2.585], [-0.114, 1.089, -1.922], [-0.648, 0.793, -4.289], [-2.927, 1.305, -5.144], [-4.659, 2.130, -3.573], [-4.110, 2.437, -1.187], [4.549, -4.680, -1.847], [4.129, -3.396, -1.815], [4.046, -2.712, -0.613], [4.397, -3.341, 0.523], [3.618, -1.404, -0.596], [3.561, -0.786, 0.599], [3.255, -0.695, -1.754], [2.735, 0.951, -1.698], [3.343, -1.432, -2.944], [3.011, -0.870, -4.119], [3.771, -2.746, -2.980], [3.845, -3.411, -4.152], [-0.073, 3.006, 3.927], [1.308, 2.644, 4.524], [1.471, 2.862, 5.738], [2.120, 2.136, 3.710], [-0.586, 3.745, 4.544], [-0.702, 2.110, 3.900], [0.013, 3.374, 2.904]], "forces_ev_per_a": [[0.1035, 0.0485, -0.3178], [0.1708, 0.1260, 0.2065], [-0.1280, -0.2490, -0.0066], [-0.2637, 0.2305, -0.0002], [0.0101, -0.2313, 0.0503], [0.0658, -0.0164, 0.0011], [-0.1209, -0.0653, 0.0355], [0.1121, 0.0117, -0.0208], [0.1011, 0.0359, 0.0716], [0.0156, -0.0456, -0.0336], [-0.0174, 0.0240, -0.0113], [0.0447, -0.0148, -0.0037], [0.0464, -0.0229, -0.0634], [-0.0673, 0.0281, 0.0366], [-0.0237, -0.0036, -0.0084], [-0.0319, 0.0039, 0.0638], [-0.0339, 0.0350, -0.0811], [0.0294, 0.1005, -0.0985], [-0.0179, 0.0203, 0.0001], [0.0069, -0.0014, 0.0006], [0.0016, -0.0012, 0.0022], [0.0329, -0.0126, 0.0356], [-0.0093, -0.0086, -0.0192], [-0.0051, -0.0002, -0.0013], [0.0004, -0.0019, -0.0129], [0.0011, -0.0014, 0.0051], [0.0058, 0.0058, 0.0005], [-0.0011, -0.0401, 0.0756], [0.0547, -0.1135, -0.0567], [-0.0144, 0.0143, -0.0022], [-0.0331, 0.0719, -0.2083], [0.0750, -0.1304, 0.0358], [-0.1333, 0.2155, 0.0223], [-0.0069, -0.0040, 0.0150], [0.0793, -0.1427, 0.1277], [0.0092, 0.0069, 0.0164], [-0.0210, 0.0587, 0.0036], [-0.0008, 0.0100, 0.0030], [-0.1186, 0.0706, 0.0648], [-0.2737, 0.1476, 0.1470], [0.0396, 0.0353, -0.0048], [0.1822, -0.1398, -0.0726], [0.0289, 0.0007, 0.0158], [0.0410, -0.0438, -0.0007], [0.0640, -0.0110, -0.0121]], "de_lowest_kcal_mol": 15.9, "largest_force_ev_per_a": 0.35, "homo_lumo_gap_ev": 6.51, "total_charge": -2, "energy_ha": -2528.08228}

***

No. 2
{"formula": "C24H29N3O7", "method": "wB97M-V/def2-TZVPD", "symbols": ["C", "O", "C", "O", "C", "N", "C", "C", "C", "C", "O", "C", "C", "O", "C", "O", "N", "C", "C", "N", "C", "C", "O", "C", "C", "C", "C", "C", "C", "C", "C", "O", "C", "C", "H", "H", "H", "H", "H", "H", "H", "H", "H", "H", "H", "H", "H", "H", "H", "H", "H", "H", "H", "H", "H", "H", "H", "H", "H", "H", "H", "H", "H"], "coordinates": [[3.457, -7.103, 4.146], [2.874, -6.163, 3.259], [2.312, -5.077, 3.846], [2.289, -4.917, 5.044], [1.761, -4.174, 2.856], [1.812, -4.439, 1.509], [1.271, -3.430, 0.807], [1.140, -3.480, -0.664], [0.839, -2.467, 1.722], [0.157, -1.226, 1.417], [-0.920, -0.902, 2.168], [0.517, -0.370, 0.425], [1.734, -0.349, -0.355], [2.679, -1.113, -0.324], [1.642, 0.891, -1.240], [2.445, 1.277, -2.062], [0.469, 1.499, -0.947], [0.026, 2.709, -1.584], [0.310, 3.942, -0.692], [-0.122, 5.228, -1.162], [-1.539, 5.527, -1.149], [-2.240, 5.248, -2.487], [-1.584, 5.902, -3.550], [-0.236, 5.489, -3.642], [0.524, 5.777, -2.339], [-0.331, 0.823, 0.056], [-1.654, 0.395, -0.502], [-2.895, 0.950, -0.422], [-3.748, 0.125, -1.197], [-2.966, -0.872, -1.698], [-3.280, -2.033, -2.572], [-1.692, -0.712, -1.280], [1.137, -2.948, 3.025], [0.884, -2.265, 4.324], [2.716, -7.459, 4.863], [4.283, -6.646, 4.694], [3.817, -7.922, 3.528], [2.235, -5.268, 1.123], [1.011, -4.506, -1.004], [0.299, -2.873, -0.992], [2.041, -3.066, -1.122], [-1.058, -1.576, 2.848], [0.583, 2.792, -2.521], [-1.045, 2.623, -1.791], [1.392, 3.995, -0.535], [-0.162, 3.781, 0.282], [-2.022, 4.965, -0.349], [-1.640, 6.598, -0.936], [-3.258, 5.643, -2.472], [-2.282, 4.165, -2.688], [0.196, 6.057, -4.467], [-0.195, 4.417, -3.886], [1.541, 5.392, -2.406], [0.566, 6.865, -2.205], [-0.517, 1.481, 0.916], [-3.171, 1.828, 0.126], [-4.798, 0.260, -1.358], [-4.318, -1.984, -2.887], [-2.638, -2.030, -3.451], [-3.115, -2.968, -2.038], [0.934, -1.183, 4.213], [1.626, -2.588, 5.050], [-0.094, -2.536, 4.726]], "forces_ev_per_a": [[0.1134, -0.1923, 0.3884], [-0.1853, 0.3234, -0.3056], [0.1034, -0.1863, 0.2292], [0.0092, -0.0253, -0.1501], [-0.3026, 0.5381, 0.2265], [0.0893, -0.0084, -0.1467], [-0.2605, 0.1301, -0.0135], [0.2614, -0.0204, -0.1290], [0.0487, -0.3463, 0.0654], [0.3706, 0.1433, -0.4139], [0.1127, 0.0477, -0.0149], [-0.4740, 0.0476, 0.5570], [0.3484, -0.6717, 0.4155], [-0.1055, 0.4828, -0.2314], [0.2441, 0.4277, -0.5043], [0.1283, -0.1492, 0.0787], [0.0336, -0.0539, 0.1469], [0.1006, 0.3680, -0.0479], [0.0353, -0.2599, -0.0814], [-0.1066, 0.0043, -0.1005], [-0.0808, 0.0877, -0.2714], [-0.0701, -0.0521, 0.3213], [-0.0122, 0.1503, -0.0076], [0.3042, 0.0103, 0.1017], [-0.1920, 0.0645, -0.1901], [-0.3841, -0.3910, 0.0390], [-0.4977, 0.8330, 0.4728], [0.7139, -0.2274, 0.0701], [0.2308, -0.4849, -0.3128], [-0.9199, 0.2430, -0.1026], [0.3304, 0.0933, 0.1788], [0.2731, -0.1902, -0.0888], [0.3167, -0.5039, -0.0120], [0.1214, -0.0297, 0.0855], [0.0929, -0.0041, -0.0631], [-0.0557, -0.0691, -0.0403], [-0.0167, 0.0447, 0.0251], [-0.0652, 0.0525, -0.0147], [-0.0962, -0.0529, -0.0421], [-0.0696, 0.0093, -0.0437], [-0.0565, -0.0554, -0.0514], [-0.0059, -0.0071, -0.1590], [-0.1430, -0.0125, 0.0380], [0.1075, -0.0078, -0.0621], [-0.0320, -0.1038, 0.0785], [0.0906, -0.0435, 0.0347], [-0.0378, 0.0140, 0.0588], [-0.1514, -0.0461, 0.0150], [0.0153, -0.0832, 0.0405], [-0.0242, 0.0801, 0.0181], [0.0461, -0.0878, 0.0233], [0.0148, 0.0697, -0.0044], [0.0728, 0.0315, -0.0086], [0.0896, -0.0196, -0.1260], [-0.0313, -0.0923, -0.1224], [0.0290, 0.2122, 0.1734], [-0.2361, -0.0610, -0.0928], [-0.0476, -0.0013, -0.0174], [-0.0155, -0.0403, -0.0982], [-0.0297, -0.0963, -0.0175], [-0.0273, 0.0695, 0.0223], [-0.0602, 0.0625, 0.0895], [-0.0548, 0.0357, 0.0943]], "de_lowest_kcal_mol": 2.1, "smiles": "COC(=O)c1[nH]c(C)c(/C(O)=C2\\C(=O)C(=O)N(CCN3CCOCC3)[C@H]2c2ccc(C)o2)c1C", "largest_force_ev_per_a": 1.08, "homo_lumo_gap_ev": 7.92, "energy_ha": -1622.89368}

***

No. 3
{"formula": "C13H25O7S", "method": "wB97M-V/def2-TZVPD", "symbols": ["C", "S", "C", "C", "C", "C", "O", "H", "H", "H", "H", "H", "H", "H", "H", "H", "H", "H", "H", "H", "C", "C", "C", "O", "C", "O", "O", "H", "H", "H", "H", "H", "H", "C", "C", "C", "O", "C", "O", "O", "H", "H", "H", "H", "H", "H"], "coordinates": [[5.187, 1.951, -0.152], [3.428, 1.777, 0.122], [3.127, -0.008, -0.099], [1.794, -0.272, -0.777], [0.583, 0.388, -0.111], [0.112, 1.679, -0.778], [-1.168, 2.058, -0.326], [5.354, 1.849, -1.220], [5.471, 2.951, 0.166], [5.741, 1.199, 0.401], [3.418, 1.936, 1.453], [3.969, -0.350, -0.702], [3.202, -0.487, 0.875], [1.849, -0.004, -1.834], [1.680, -1.354, -0.722], [-0.260, -0.301, -0.154], [0.765, 0.570, 0.953], [0.049, 1.537, -1.858], [0.813, 2.501, -0.602], [-1.040, 2.520, 0.506], [1.275, -5.339, -4.087], [0.917, -5.380, -2.627], [-0.557, -5.286, -2.298], [-0.533, -4.688, -0.989], [0.595, -3.969, -0.887], [0.839, -3.211, 0.004], [1.418, -4.212, -1.927], [2.356, -5.309, -4.217], [0.894, -6.229, -4.587], [0.851, -4.456, -4.568], [1.359, -6.254, -2.143], [-1.069, -6.242, -2.260], [-1.085, -4.608, -2.973], [-4.999, 2.701, 4.050], [-4.071, 3.691, 3.401], [-4.284, 3.940, 1.924], [-2.962, 4.315, 1.494], [-2.083, 3.736, 2.328], [-0.901, 3.696, 2.140], [-2.705, 3.205, 3.393], [-4.701, 2.515, 5.080], [-6.016, 3.093, 4.051], [-4.986, 1.750, 3.516], [-4.068, 4.638, 3.949], [-4.987, 4.736, 1.700], [-4.569, 3.030, 1.392]], "forces_ev_per_a": [[0.2387, 0.0024, 0.1362], [-0.1211, 0.3103, -0.2857], [0.0379, -0.2144, -0.0483], [-0.0059, -0.0172, 0.1567], [-0.1686, -0.0299, -0.1165], [-0.0218, 0.1094, 0.0740], [0.1014, -0.2551, -0.2377], [-0.0229, -0.0072, -0.0618], [0.0075, 0.0292, -0.0180], [0.0084, -0.0142, 0.0088], [-0.0554, -0.1594, 0.1511], [0.0257, 0.0304, -0.0184], [-0.0581, 0.0783, 0.0915], [0.0289, 0.0688, -0.0301], [0.0076, -0.0256, -0.0721], [0.0127, -0.0538, 0.0490], [0.0091, -0.0469, 0.0738], [-0.0383, -0.0655, -0.0480], [0.0977, 0.0491, -0.0905], [-0.0616, 0.3240, 0.2846], [0.0612, 0.2088, 0.0007], [0.0005, -0.0397, -0.0945], [-0.0297, 0.0084, 0.0263], [-0.0815, -0.0285, -0.0748], [0.0235, -0.0472, 0.0242], [0.0189, 0.0603, -0.0251], [0.0303, -0.0641, 0.0247], [0.0018, -0.0556, 0.0139], [-0.0104, -0.0176, 0.0005], [-0.0427, -0.0176, 0.0098], [0.0046, -0.0002, 0.0127], [0.0086, -0.0026, 0.1302], [0.0076, -0.0231, -0.0475], [0.1406, -0.1685, -0.0023], [-0.1450, -0.0166, 0.0293], [-0.0216, -0.0076, -0.0287], [-0.0077, -0.0446, -0.0433], [-0.2195, 0.0826, 0.1878], [0.1040, -0.2185, -0.1429], [0.0927, 0.1124, 0.0227], [-0.0191, 0.0504, 0.0134], [-0.0104, 0.0166, -0.0059], [-0.0159, 0.0223, -0.0357], [0.0188, 0.0032, 0.0032], [0.1039, 0.0855, -0.0209], [-0.0351, -0.0112, 0.0236]], "de_lowest_kcal_mol": 0.0, "largest_force_ev_per_a": 0.44, "homo_lumo_gap_ev": 9.45, "total_charge": 1, "energy_ha": -1434.98223}

***

No. 4
{"formula": "C2H16O5S", "method": "wB97M-V/def2-TZVPD", "symbols": ["C", "C", "S", "H", "H", "H", "H", "H", "H", "O", "H", "H", "O", "H", "H", "O", "H", "H", "O", "H", "H", "O", "H", "H"], "coordinates": [[-1.969, 0.332, -1.966], [-1.386, -0.914, -1.186], [-2.038, -0.708, 0.558], [-1.869, 1.380, -1.622], [-3.088, 0.190, -1.902], [-1.745, 0.187, -3.140], [-1.766, -1.847, -1.524], [-0.309, -0.752, -1.314], [-1.732, -1.986, 1.046], [1.521, -2.367, 0.774], [1.201, -2.971, 1.390], [1.171, -1.660, 1.414], [1.054, 1.523, -1.092], [0.064, 1.380, -1.250], [1.557, 1.101, -1.864], [1.374, 0.368, 1.875], [2.271, 0.656, 1.856], [0.993, 0.822, 0.966], [2.861, -0.845, -1.981], [2.878, -1.289, -1.141], [3.652, -1.051, -2.573], [-0.529, 3.214, 2.262], [-0.978, 2.878, 2.979], [0.192, 2.631, 1.971]], "forces_ev_per_a": [[-2.2372, -1.9790, -2.4106], [0.1488, 3.2243, 0.6334], [0.9230, -1.3142, -0.1941], [0.7534, -0.7469, 0.0299], [0.9186, 0.2874, -0.2611], [-0.1966, 0.6971, 2.7262], [-0.0629, -0.4810, -0.7024], [-0.0575, -1.0291, 0.7321], [-0.2150, 1.2749, -0.5552], [-0.5676, 3.0660, 0.8218], [-0.4548, -3.4183, 1.0169], [1.1619, 0.5015, -1.9979], [-1.0475, -0.9025, -1.3345], [2.2562, 0.2827, -0.0133], [-1.1617, 0.5470, 1.6807], [-2.6178, 1.5244, -3.2155], [1.2149, 0.2657, 0.0441], [1.4165, -1.8307, 2.9249], [1.0224, 0.6091, -2.2689], [0.4284, -0.6410, 0.4582], [-1.6287, 0.0923, 1.8444], [1.7873, 1.5123, -3.0181], [-1.1552, -1.5856, 2.3638], [-0.6291, 0.0436, 0.6953]], "de_lowest_kcal_mol": 46.2, "smiles": "CCS.O.O.O.O.O", "largest_force_ev_per_a": 4.42, "homo_lumo_gap_ev": 9.62, "energy_ha": -860.11731}

***

No. 5
{"formula": "CHO3Pd", "method": "wB97M-V/def2-TZVPD", "symbols": ["O", "C", "O", "Pd", "O", "H"], "coordinates": [[0.664, 1.152, -0.061], [-0.373, 0.415, -0.111], [-1.547, 0.721, 0.022], [1.945, 0.087, 0.004], [0.014, -0.905, -0.083], [-0.703, -1.470, 0.229]], "forces_ev_per_a": [[-6.9872, 8.2074, -1.0594], [-6.1222, -0.5992, 1.7143], [2.1070, -0.2536, -0.7510], [11.6244, -6.9012, 0.6892], [-0.3744, -0.4508, -0.5585], [-0.2476, -0.0026, -0.0346]], "de_lowest_kcal_mol": 0.0, "s2": 3.7543, "largest_force_ev_per_a": 13.54, "homo_lumo_gap_ev": [6.98, 8.92], "energy_ha": -392.09259, "multiplicity": 4}

***

No. 6
{"formula": "C8H11CaMnN3O4", "method": "wB97M-V/def2-TZVPD", "symbols": ["Ca", "Mn", "O", "H", "N", "O", "O", "O", "N", "C", "C", "C", "C", "H", "H", "H", "H", "H", "N", "C", "C", "C", "C", "H", "H", "H", "H", "H"], "coordinates": [[-3.666, -1.310, 3.801], [1.029, 0.472, 4.897], [0.818, -1.434, 5.402], [1.617, -1.529, 5.956], [-0.958, -0.245, 2.069], [-0.637, 0.202, 0.971], [-1.998, -0.952, 2.226], [-0.287, 0.000, 3.029], [-1.133, -2.650, -0.711], [-0.098, -2.068, -1.385], [0.404, -2.943, -2.277], [-0.294, -4.144, -2.171], [-1.250, -3.990, -1.221], [-1.739, -2.083, -0.134], [0.085, -1.011, -1.258], [1.171, -2.742, -3.010], [-0.067, -5.078, -2.664], [-2.026, -4.661, -0.886], [0.593, 4.252, -2.191], [0.841, 4.792, -0.910], [1.164, 3.664, -0.100], [1.182, 2.483, -0.904], [0.779, 2.913, -2.133], [0.221, 4.773, -2.972], [0.671, 5.847, -0.757], [1.418, 3.585, 0.947], [1.484, 1.505, -0.561], [0.676, 2.354, -3.052]], "forces_ev_per_a": [[0.5740, 0.0381, -0.4907], [-1.3592, -2.7218, -1.0611], [1.1534, 2.9162, 0.0174], [-0.4595, -0.7339, 0.0013], [-0.7047, 0.7442, -4.3492], [-0.8888, -0.9578, 0.9369], [-0.9576, -0.3818, 0.2288], [2.6244, 1.0431, 4.6919], [0.2351, -1.6355, -0.8663], [-0.6263, 1.1412, 0.2335], [1.3206, 0.3076, -1.0700], [-0.3102, -1.0397, 0.3209], [-0.7814, 1.6993, 1.1668], [-0.0929, -0.6042, -0.0415], [0.1772, -0.1224, 0.0749], [0.0966, 0.0608, 0.2202], [-0.1418, 0.1435, -0.1439], [0.1480, 0.1185, 0.1183], [0.2869, 0.6678, 2.1148], [-0.2045, -2.4646, -0.1613], [0.0547, 1.1746, -0.7587], [-0.3840, 1.5086, 0.2867], [0.1356, -1.0849, -1.7790], [0.2063, -0.2352, 0.1734], [0.1769, -0.2115, 0.3166], [-0.0135, 0.7013, 0.0303], [-0.2272, 0.0450, -0.2873], [-0.0383, -0.1166, 0.0761]], "s2": 12.0081, "largest_force_ev_per_a": 5.48, "homo_lumo_gap_ev": [3.27, 3.65], "total_charge": 1, "energy_ha": -2604.80580, "multiplicity": 7}